1.
A molecular structure, C52H46ClKN7O, computed with ωB97M-V with the def2-TZVPD basis set.

Atoms and positions in Å:
K 0.3048 0.0073 1.2035
C 2.3335 3.1826 4.1257
C 1.8356 2.4197 3.0471
N 0.5613 2.2049 2.8528
C -0.3491 2.7189 3.7202
C 0.0506 3.4796 4.8375
C 1.4369 3.7052 5.0089
C -0.9153 3.9753 5.7528
C -2.2292 3.6804 5.5257
C -2.6511 2.9355 4.4089
C -1.7584 2.4378 3.4610
N -2.0446 1.6483 2.3952
C -3.2436 1.6727 1.7822
C -4.1807 2.7135 1.7789
C -5.3312 2.6913 0.9746
C -5.6312 1.6422 0.1497
C -4.7255 0.5498 0.1033
C -4.9309 -0.5543 -0.7562
C -4.0140 -1.5603 -0.8122
C -2.8661 -1.4581 0.0026
N -2.6460 -0.4580 0.8151
C -3.5575 0.5480 0.8958
H 3.4001 3.3270 4.2375
H 2.5219 1.9642 2.3362
H 1.7698 4.2925 5.8582
H -0.5972 4.5549 6.6105
H -2.9832 4.0258 6.2256
H -3.7052 2.7191 4.2973
H -3.9898 3.5910 2.3812
H -5.9982 3.5469 1.0137
H -6.5241 1.6297 -0.4635
H -5.8235 -0.5753 -1.3737
H -4.1404 -2.4139 -1.4659
H -2.0904 -2.2159 -0.0573
Cl 8.3779 -0.5165 0.8361
C 6.6269 -0.4639 0.7036
C 6.0297 0.2416 -0.3481
C 4.6648 0.2938 -0.4613
C 3.7861 -0.3652 0.4673
O 2.5339 -0.2999 0.3661
C 4.4439 -1.0988 1.5236
C 3.7170 -1.8591 2.5290
N 2.4679 -2.1271 2.5100
C 1.9426 -2.9642 3.5042
C 2.5566 -4.1038 3.9579
C 1.9192 -4.9578 4.8906
C 0.6631 -4.6861 5.3437
C -0.0162 -3.5284 4.8792
C -1.3414 -3.2074 5.2688
C -1.9423 -2.0973 4.7602
C -1.2043 -1.2720 3.8747
N 0.0244 -1.5289 3.5117
C 0.6207 -2.6591 3.9777
C 5.8408 -1.1099 1.6240
H 6.6616 0.7516 -1.0663
H 4.1945 0.8545 -1.2608
H 4.3419 -2.2239 3.3597
H 3.5288 -4.3735 3.5642
H 2.4345 -5.8487 5.2287
H 0.1614 -5.3464 6.0414
H -1.8606 -3.8625 5.9600
H -2.9572 -1.8261 5.0183
H -1.6552 -0.3730 3.4569
H 6.3073 -1.6532 2.4394
C -4.2570 3.1306 -4.2223
C -3.2766 1.9996 -4.5270
C -4.0827 0.7290 -4.8288
C -2.4464 2.3874 -5.7561
C -2.3486 1.7165 -3.3491
C -2.4254 2.4002 -2.1447
C -1.6044 2.0208 -1.0893
N -0.7437 1.0143 -1.1606
C -0.6327 0.3795 -2.3278
C -1.3978 0.6989 -3.4361
C 0.3685 -0.7312 -2.3422
C 1.2812 -0.8586 -3.3758
C 2.2732 -1.8351 -3.3088
C 2.2475 -2.6723 -2.2038
C 1.2886 -2.4727 -1.2194
N 0.3692 -1.5197 -1.2667
C 3.3524 -1.9056 -4.3864
C 4.3714 -3.0080 -4.1045
C 2.7015 -2.1711 -5.7483
C 4.0946 -0.5625 -4.4174
H -4.9038 3.2950 -5.0869
H -3.7389 4.0682 -4.0109
H -4.8930 2.8960 -3.3667
H -4.7924 0.9182 -5.6384
H -4.6407 0.4072 -3.9471
H -3.4361 -0.0953 -5.1331
H -3.1010 2.5558 -6.6149
H -1.7343 1.6054 -6.0233
H -1.8838 3.3042 -5.5692
H -3.1348 3.1996 -1.9857
H -1.6679 2.5181 -0.1270
H -1.2827 0.1163 -4.3422
H 1.2457 -0.1524 -4.1966
H 2.9811 -3.4528 -2.0639
H 1.2989 -3.0834 -0.3224
H 3.9048 -3.9956 -4.0872
H 4.8787 -2.8523 -3.1509
H 5.1293 -3.0109 -4.8906
H 2.1856 -3.1337 -5.7504
H 3.4624 -2.1879 -6.5324
H 1.9726 -1.3999 -6.0017
H 4.5217 -0.3385 -3.4383
H 3.4328 0.2607 -4.6910
H 4.9067 -0.5994 -5.1483

Computed properties:
HOMO level ... -3.64 eV
Energy above the lowest of the compared OMol25 structures with the same formula, charge and spin ... 1.5 kcal/mol
Frontier orbital gap ... 0.211 Ha
Total charge ... -1
E_LUMO ... 2.11 eV


2.
A molecular structure, C52H46LaN13O5, computed with ωB97M-V with the def2-TZVPD basis set.

Atoms and positions in Å:
La -0.8862 1.0342 1.3415
O -5.1939 0.8407 2.5633
C -4.1770 1.1929 1.9724
N -3.0320 1.7007 2.4696
C -2.9974 2.1349 3.8195
C -4.0381 2.8191 4.4310
C -3.8813 3.3468 5.7099
C -2.6844 3.1738 6.3908
C -1.6388 2.4706 5.8002
C -1.7896 1.9467 4.5192
N -0.8799 1.1030 3.8689
C 0.1856 0.5528 4.4507
O 0.9671 0.9765 5.3025
C 0.2524 -0.9226 4.0325
C 0.8932 -1.8374 4.8519
C 0.6810 -3.1885 4.6282
C -0.1551 -3.5718 3.5915
C -0.6995 -2.5840 2.7838
N -0.4930 -1.2864 2.9843
C -4.1787 1.1011 0.4504
C -5.0869 0.2777 -0.2054
C -5.1535 0.3328 -1.5839
C -4.3357 1.2297 -2.2610
C -3.4497 1.9916 -1.5253
N -3.3527 1.9229 -0.1955
H -4.9737 2.9356 3.9016
H -4.7006 3.8838 6.1714
H -2.5598 3.5822 7.3861
H -0.6974 2.3296 6.3131
H 1.5040 -1.4634 5.6621
H 1.1374 -3.9297 5.2727
H -0.3861 -4.6118 3.4028
H -1.3119 -2.8508 1.9302
H -5.7335 -0.3533 0.3887
H -5.8443 -0.2992 -2.1282
H -4.3643 1.3219 -3.3385
H -2.7723 2.6818 -2.0170
N -1.3227 4.4736 2.7899
C -0.0916 4.0222 3.0672
N 0.5125 4.5124 4.1447
C 1.7626 4.1080 4.3102
N 2.3935 4.4633 5.4470
N 2.4921 3.4240 3.4037
C 1.7804 2.9539 2.4059
N 0.4663 3.1246 2.2078
C 2.5156 2.2207 1.3331
C 3.8256 2.5679 1.0444
C 4.4313 1.9782 -0.0511
C 3.7132 1.0579 -0.7951
C 2.4249 0.7401 -0.3999
N 1.8240 1.3095 0.6475
H -1.8156 4.8954 3.5619
H -1.8928 3.9963 2.1060
H 1.8160 4.7924 6.2009
H 3.2408 3.9714 5.6693
H 4.3274 3.2959 1.6652
H 5.4465 2.2391 -0.3230
H 4.1349 0.5834 -1.6708
H 1.8420 0.0052 -0.9382
C 2.9977 -5.2636 0.4792
N 2.1441 -4.2460 -0.1188
N 2.0724 -2.9892 0.4701
C 0.8406 -2.4194 0.2005
O 0.5614 -1.2672 0.5243
C 0.1003 -3.4305 -0.5004
C 0.9145 -4.5111 -0.6405
C 0.6221 -5.8535 -1.2159
C 3.2467 -2.2825 0.8418
C 3.1915 -1.4614 1.9578
C 4.3180 -0.7468 2.3360
C 5.5008 -0.8751 1.6196
C 5.5485 -1.7069 0.5078
C 4.4174 -2.4037 0.1051
H 3.7535 -4.7759 1.0867
H 3.4979 -5.8324 -0.3020
H 2.4218 -5.9373 1.1163
H -0.9096 -3.3243 -0.8560
H -0.3660 -5.8482 -1.6697
H 0.6425 -6.6271 -0.4456
H 1.3527 -6.1225 -1.9801
H 2.2673 -1.3820 2.5115
H 4.2643 -0.0944 3.1988
H 6.3827 -0.3268 1.9246
H 6.4655 -1.8070 -0.0587
H 4.4398 -3.0319 -0.7770
C -2.7669 -1.5917 -8.1501
C -2.1731 -1.8493 -6.7901
C -1.8473 -3.1431 -6.4060
C -1.3300 -3.3962 -5.1414
C -1.0989 -2.3458 -4.2760
C -1.3998 -1.0398 -4.6558
N -1.1883 0.0029 -3.7191
C -0.1770 0.9472 -3.8563
C 0.5322 1.1000 -5.0501
C 1.4905 2.0915 -5.1830
C 1.7706 2.9622 -4.1383
C 1.0888 2.7959 -2.9438
C 0.1356 1.7959 -2.7782
C -0.4676 1.6401 -1.4202
O -0.3920 2.5809 -0.5954
O -1.0008 0.5232 -1.0994
C -1.9747 -0.7814 -5.9004
C -2.4485 0.6019 -6.2604
H -2.8134 -2.5111 -8.7322
H -2.1828 -0.8629 -8.7163
H -3.7802 -1.1905 -8.0743
H -2.0122 -3.9588 -7.0998
H -1.0985 -4.4107 -4.8407
H -0.6737 -2.5049 -3.2946
H -1.2961 -0.2756 -2.7467
H 0.3445 0.4200 -5.8702
H 2.0272 2.1771 -6.1204
H 2.5061 3.7472 -4.2506
H 1.2854 3.4375 -2.0941
H -2.3826 1.2760 -5.4090
H -3.4906 0.5680 -6.5859
H -1.8743 1.0414 -7.0791

Computed properties:
HOMO level ... -6.48 eV
Energy above the lowest of the compared OMol25 structures with the same formula, charge and spin ... 26.8 kcal/mol
Frontier orbital gap ... 0.242 Ha
E_LUMO ... 0.09 eV